(1)
The following is a DFT calculation (the ωB97M-V functional and the def2-TZVPD basis) of C3H7N as an isolated structure at a distorted geometry.

Structure (XYZ):
```
11
Properties=species:S:1:pos:R:3:nbo_charge:R:1
C -0.240 1.380 -0.444 -0.709
C 0.033 -0.022 0.104 0.292
C 0.047 -1.199 -0.739 -0.697
N 0.159 -0.275 1.393 -0.679
H 0.213 2.139 0.193 0.237
H -0.136 1.689 -1.452 0.226
H -1.256 1.526 -0.149 0.249
H -0.357 -2.095 -0.196 0.249
H 1.004 0.269 0.965 0.375
H 1.070 -1.461 -1.068 0.248
H -0.692 -1.096 -1.571 0.210
```

As for the charge: 0. The spin multiplicity is 1. The calculation puts the HOMO energy at -8.2012 eV. The calculation puts the frontier orbital gap at 9.10 eV. Its LUMO energy is 0.033 Ha. The energy relative to the best compared isomer or geometry (same formula, charge and spin) comes out at 302.63 kJ/mol.

=====

(2)
The following is a DFT calculation (the ωB97M-V functional and the def2-TZVPD basis) of C16H28BBr12IN2O4S as an isolated structure at a distorted geometry.

Structure (XYZ):
```
65
Properties=species:S:1:pos:R:3:nbo_charge:R:1
C 4.212 -3.021 0.231 -0.625
C 3.277 -2.629 -0.930 -0.442
C 1.782 -2.545 -0.647 -0.305
I 1.126 -4.360 0.321 0.097
C 1.288 -1.266 0.089 -0.102
S 1.320 -1.649 1.932 -0.060
C -0.174 -0.846 -0.077 -0.314
B -0.863 -0.879 -1.529 1.184
O -0.133 -1.188 -2.661 -0.917
N -2.290 -0.661 -1.690 -0.757
C -2.783 0.432 -0.853 -0.421
C -3.066 -1.896 -1.498 -0.409
O -0.226 0.427 0.582 -0.496
C 1.024 0.943 0.737 0.830
O 1.238 1.974 1.351 -0.583
C 2.033 0.073 -0.032 -0.038
N 3.304 0.153 0.669 -0.846
C 2.188 0.626 -1.463 -0.433
C 2.318 2.142 -1.609 0.093
C 3.709 2.691 -1.321 -0.638
O 2.021 2.400 -2.995 -0.731
H 4.837 -3.866 -0.038 0.216
H 3.690 -3.278 1.142 0.223
H 4.898 -2.207 0.445 0.206
H 3.382 -3.398 -1.690 0.222
H 3.641 -1.711 -1.380 0.203
H 1.277 -2.603 -1.604 0.244
H 2.592 -1.469 2.301 0.164
H -0.760 -1.582 0.489 0.228
H -0.356 -0.530 -3.324 0.514
H -2.833 0.176 0.210 0.179
H -3.760 0.775 -1.178 0.205
H -2.118 1.289 -0.916 0.208
H -3.077 -2.455 -2.430 0.208
H -2.688 -2.543 -0.703 0.177
H -4.095 -1.618 -1.299 0.207
H 4.086 0.033 0.044 0.360
H 3.410 1.048 1.125 0.390
H 1.355 0.344 -2.091 0.243
H 3.063 0.183 -1.933 0.205
H 1.564 2.683 -1.047 0.190
H 3.805 3.669 -1.783 0.216
H 4.431 2.008 -1.764 0.198
H 3.910 2.798 -0.262 0.226
H 2.806 2.729 -3.429 0.468
C 3.787 -8.071 1.364 -0.500
Br 4.270 -7.599 -0.438 0.092
Br 4.273 -6.688 2.611 0.094
Br 1.920 -8.518 1.500 0.093
H 4.348 -8.954 1.627 0.224
C -4.655 3.899 0.419 -0.504
Br -5.788 2.547 -0.344 0.092
Br -3.381 3.138 1.645 0.100
Br -3.779 4.946 -0.937 0.094
H -5.286 4.569 0.984 0.227
C -8.485 0.966 2.839 -0.500
Br -6.887 -0.017 2.413 0.096
Br -9.337 0.282 4.422 0.095
Br -8.138 2.855 2.985 0.086
H -9.174 0.830 2.020 0.224
C -1.608 6.767 1.835 -0.504
Br -3.079 6.910 3.067 0.084
Br -1.829 7.953 0.337 0.089
Br 0.084 7.030 2.710 0.098
H -1.617 5.757 1.447 0.230
```

As for the charge: 0. The spin multiplicity is 1. The calculation puts the HOMO energy at -8.2202 eV. The calculation puts the frontier orbital gap at 8.10 eV. Its LUMO energy is -0.004 Ha.

=====

Question: The lowest frontier orbital gap belongs to which entry?
Answer: C16H28BBr12IN2O4S